[1]
C29H31N7PdSe | ωB97M-V/def2-TZVPD

Its gap between HOMO and LUMO (spin up / spin down) is 4.96 / 5.40 eV. The value obtained for the LUMO energy (spin up / spin down) is -1.01 / -1.01 eV. As for the multiplicity: 3. The highest occupied orbital energy (spin up / spin down) comes out at -0.2195 / -0.2355 Eh. Its expectation value of S² is 2.011.

Geometry (Å):
Pd1 0.6985 -0.5171 0.3459
Se1 2.1002 -5.6479 -5.5894
N1 0.8806 -5.6637 -4.2892
C1 1.0878 -4.6036 -3.5579
C2 0.2915 -4.2597 -2.3852
C3 -0.7750 -5.0461 -1.9513
C4 -1.4849 -4.6518 -0.8397
C5 -1.1067 -3.4779 -0.1903
N2 -0.0973 -2.7268 -0.5944
C6 0.5984 -3.0981 -1.6716
C7 1.7113 -2.2190 -2.0961
N3 1.9432 -1.1118 -1.3758
C8 2.9255 -0.2984 -1.7436
C9 3.7386 -0.5411 -2.8448
C10 3.5099 -1.6726 -3.5955
C11 2.4782 -2.5309 -3.2219
C12 2.1708 -3.7442 -3.9736
N4 2.8280 -4.1172 -5.0368
H1 -1.0223 -5.9469 -2.4971
H2 -2.3197 -5.2306 -0.4704
H3 -1.6369 -3.1260 0.6876
H4 3.0515 0.5895 -1.1363
H5 4.5256 0.1553 -3.0969
H6 4.1059 -1.9118 -4.4661
C13 -2.8097 0.0016 0.2323
C14 -3.0162 0.2326 1.7322
C15 -3.0408 -1.0923 2.4965
C16 -2.0373 1.2342 2.3171
C17 -2.5072 2.4903 2.6610
C18 -1.6864 3.4701 3.2066
C19 -0.3591 3.1520 3.4453
C20 0.1782 1.9075 3.1305
C21 1.6359 1.6525 3.4804
C22 1.8505 0.3821 4.3040
C23 2.5611 1.6769 2.2601
C24 -0.6544 0.9240 2.5085
N5 -0.1485 -0.2666 2.1202
H7 -3.6151 -0.6214 -0.1674
H8 -1.8587 -0.4990 0.0381
H9 -2.8036 0.9472 -0.3149
H10 -4.0055 0.6875 1.8477
H11 -2.0684 -1.5838 2.4471
H12 -3.8020 -1.7562 2.0774
H13 -3.2741 -0.9303 3.5503
H14 -3.5585 2.7066 2.4975
H15 -2.0811 4.4422 3.4723
H16 0.2913 3.8862 3.9105
H17 1.9315 2.4959 4.1132
H18 1.6067 -0.5066 3.7234
H19 1.2166 0.3857 5.1925
H20 2.8925 0.3175 4.6268
H21 2.3285 0.8490 1.5819
H22 3.6044 1.5790 2.5700
H23 2.4596 2.6123 1.7036
C25 -1.1736 4.8714 -0.2749
C26 -0.7601 3.5465 -0.8166
C27 -0.9235 2.9726 -2.0600
C28 -0.3411 1.6954 -1.9648
N6 0.1518 1.5023 -0.7478
N7 -0.1066 2.6384 -0.0725
C29 -0.2815 0.6278 -3.0085
H24 -1.8014 5.3882 -0.9979
H25 -0.3066 5.4999 -0.0647
H26 -1.7313 4.7488 0.6538
H27 -1.4079 3.4113 -2.9162
H28 0.0606 2.6647 0.9281
H29 -0.9647 0.8604 -3.8241
H30 -0.5687 -0.3334 -2.5792
H31 0.7217 0.5275 -3.4290



[2]
C29H31NS3SiTeTi | ωB97M-V/def2-TZVPD

Its gap between HOMO and LUMO (spin up / spin down) is 6.45 / 6.47 eV. Its net charge is -1. The value obtained for the LUMO energy (spin up / spin down) is 2.44 / 2.44 eV. As for the multiplicity: 2. The highest occupied orbital energy (spin up / spin down) comes out at -0.1473 / -0.1480 Eh. Its expectation value of S² is 0.757.

Geometry (Å):
Ti1 -0.0021 1.5683 0.1587
S1 -0.1369 3.2458 1.8385
C1 -0.8121 4.6714 1.0577
C2 -1.0169 5.8213 1.8135
C3 -1.5408 6.9684 1.2394
C4 -1.8667 6.9757 -0.1101
C5 -1.6672 5.8353 -0.8696
C6 -1.1446 4.6806 -0.3011
S2 -0.9263 3.2500 -1.3057
H1 -0.7556 5.8025 2.8645
H2 -1.6907 7.8532 1.8450
H3 -2.2730 7.8661 -0.5740
H4 -1.9154 5.8327 -1.9230
C7 -1.8911 0.5195 0.7104
Si1 -1.7528 -1.2171 0.2212
C8 -0.0017 -1.5983 0.8563
N1 0.9549 -0.5805 0.3564
C9 1.4042 -0.9815 -1.0214
C10 2.8294 -1.5286 -1.0496
C11 3.0810 -2.4935 0.1008
C12 2.8696 -1.7893 1.4514
C13 2.1062 -0.4759 1.2754
C14 -2.8634 -2.5325 1.0210
C15 -2.8218 -2.6981 2.4078
C16 -3.6378 -3.6090 3.0577
C17 -4.5313 -4.3809 2.3271
C18 -4.5972 -4.2280 0.9518
C19 -3.7720 -3.3138 0.3132
C20 -1.8460 -1.4356 -1.6527
C21 -2.1173 -0.3380 -2.4660
C22 -2.1419 -0.4553 -3.8493
C23 -1.8995 -1.6806 -4.4455
C24 -1.6308 -2.7898 -3.6543
C25 -1.6050 -2.6622 -2.2762
H5 -1.8885 0.6067 1.8059
H6 -2.7197 1.1092 0.3150
H7 0.3766 -2.6100 0.6726
H8 -0.0591 -1.4788 1.9458
H9 1.3329 -0.1232 -1.6965
H10 0.7067 -1.7397 -1.3717
H11 3.5431 -0.7043 -1.0190
H12 2.9787 -2.0306 -2.0090
H13 4.0893 -2.9059 0.0355
H14 2.3957 -3.3416 0.0096
H15 3.8300 -1.5468 1.9136
H16 2.3459 -2.4486 2.1469
H17 2.7691 0.2999 0.8794
H18 1.7277 -0.1088 2.2353
H19 -2.1456 -2.0940 3.0025
H20 -3.5822 -3.7131 4.1343
H21 -5.1744 -5.0926 2.8300
H22 -5.2957 -4.8192 0.3722
H23 -3.8441 -3.2082 -0.7633
H24 -2.2912 0.6355 -2.0193
H25 -2.3405 0.4198 -4.4545
H26 -1.9116 -1.7740 -5.5236
H27 -1.4362 -3.7508 -4.1150
H28 -1.3858 -3.5364 -1.6710
Te1 2.4064 2.6291 -1.1508
C26 4.2525 1.8663 -0.4137
C27 4.7518 1.9454 0.8580
C28 6.0364 1.3698 1.0026
C29 6.5104 0.8460 -0.1633
S3 5.3794 1.0591 -1.4314
H29 4.2046 2.4226 1.6581
H30 6.5878 1.3502 1.9325
H31 7.4620 0.3644 -0.3167



[3]
C29H32AsHfN6O7S2 | ωB97M-V/def2-TZVPD

Its gap between HOMO and LUMO is 6.78 eV. Its net charge is +1. The value obtained for the LUMO energy is -3.82 eV. As for the multiplicity: 1. The highest occupied orbital energy comes out at -0.3895 Eh.

Geometry (Å):
Hf1 -1.1988 0.2288 0.9306
C1 0.3041 2.7232 -1.3556
C2 -1.0846 2.3421 -1.7355
C3 -1.5301 2.3583 -3.0540
C4 -2.7843 1.8704 -3.3604
C5 -3.6215 1.4482 -2.3364
C6 -3.1468 1.5311 -1.0459
N1 -1.8882 1.9181 -0.7498
C7 -3.9779 1.2276 0.1455
C8 -5.3577 1.1254 0.1579
C9 -5.9867 0.9505 1.3808
C10 -5.2474 0.9552 2.5544
C11 -3.8716 1.0837 2.4654
N2 -3.2723 1.1530 1.2765
C12 -2.9349 1.2512 3.6032
C13 -3.4068 1.5191 4.8696
C14 -2.4956 1.8088 5.8731
C15 -1.1586 1.8275 5.5523
C16 -0.7374 1.5269 4.2539
C17 0.7234 1.5465 3.9455
N3 -1.6199 1.2312 3.2868
H1 0.8307 3.1854 -2.1872
H2 0.8540 1.8137 -1.0939
H3 0.2984 3.4096 -0.5084
H4 -0.8659 2.7095 -3.8307
H5 -3.1141 1.8150 -4.3891
H6 -4.6085 1.0640 -2.5468
H7 -5.9303 1.1935 -0.7548
H8 -7.0622 0.8436 1.4237
H9 -5.7400 0.8609 3.5098
H10 -4.4676 1.5358 5.0683
H11 -2.8315 2.0317 6.8765
H12 -0.4130 2.0679 6.2963
H13 1.2937 1.8086 4.8333
H14 0.9506 2.2690 3.1603
H15 1.0493 0.5669 3.6051
O1 1.8782 -1.3844 2.8683
As1 1.7968 -0.9785 1.1630
O2 3.3128 -0.7763 0.6380
O3 0.7591 0.4156 1.1600
C18 0.9291 -2.5239 0.3654
C19 1.7913 -3.1582 -0.5242
C20 1.4503 -4.3598 -1.1251
C21 0.2325 -4.9609 -0.8436
C22 -0.6441 -4.3451 0.0313
C23 -0.3012 -3.1398 0.6284
S1 -1.5469 -2.4285 1.6650
O4 -2.4701 -1.6081 0.8081
O5 -2.1776 -3.4303 2.4426
O6 -0.8162 -1.3370 2.3823
H16 2.8111 -1.4181 3.1215
H17 2.7477 -2.6912 -0.7261
H18 2.1455 -4.8268 -1.8100
H19 -0.0402 -5.9023 -1.2995
H20 -1.5993 -4.7949 0.2690
S2 -1.2305 -1.9493 -3.3333
C24 -1.0273 -1.1392 -1.9950
N4 -0.8542 -0.5288 -0.9924
C25 4.6070 -1.7290 -2.9413
N5 3.3839 -0.9682 -3.1367
C26 2.3191 -1.6777 -3.8174
C27 3.0218 0.0402 -2.2660
O7 1.8648 0.1300 -1.8526
N6 3.9953 0.9462 -1.9643
C28 3.8298 1.8746 -0.8687
C29 5.1729 1.1740 -2.7800
H21 4.3582 -2.7604 -2.6699
H22 5.1889 -1.3082 -2.1270
H23 5.2166 -1.7583 -3.8478
H24 1.9751 -2.5528 -3.2565
H25 2.6832 -2.0117 -4.7905
H26 1.4663 -1.0184 -3.9577
H27 2.9551 1.6043 -0.2897
H28 3.7253 2.8986 -1.2431
H29 4.7033 1.8299 -0.2149
H30 5.0697 0.6847 -3.7439
H31 6.0861 0.8189 -2.2943
H32 5.2811 2.2474 -2.9515



[4]
C29H32BrF4N4O5STi | ωB97M-V/def2-TZVPD

Its gap between HOMO and LUMO (spin up / spin down) is 5.66 / 7.42 eV. The value obtained for the LUMO energy (spin up / spin down) is -1.03 / -0.89 eV. As for the multiplicity: 2. The highest occupied orbital energy (spin up / spin down) comes out at -0.2459 / -0.3055 Eh. Its expectation value of S² is 0.816.

Geometry (Å):
Ti1 -0.3107 -0.3964 -0.3300
O1 -4.7142 -1.4229 -3.7311
C1 -4.6831 -2.2306 -2.6302
C2 -5.6667 -3.2124 -2.5729
C3 -5.7376 -4.0530 -1.4793
C4 -4.8259 -3.9308 -0.4350
C5 -3.8451 -2.9603 -0.5108
C6 -3.7542 -2.0980 -1.6024
C7 -2.6891 -1.0409 -1.6064
O2 -1.4577 -1.5659 -1.1170
N1 -3.0902 0.0704 -0.7385
N2 -1.9001 0.7549 -0.3373
C8 -1.8731 2.0595 -0.6848
C9 -0.9330 2.9708 -0.1867
Br1 0.1994 2.3081 1.1964
C10 -0.8060 4.2401 -0.6870
C11 0.0284 5.3888 -0.3482
C12 0.1342 6.3885 -1.3250
C13 0.8969 7.5234 -1.1190
C14 1.5727 7.6992 0.0800
C15 1.4667 6.7288 1.0666
C16 0.7042 5.5900 0.8610
H1 -3.9824 -0.7967 -3.7081
H2 -6.3672 -3.2902 -3.3918
H3 -6.5092 -4.8101 -1.4438
H4 -4.8784 -4.5910 0.4189
H5 -3.1069 -2.8806 0.2794
H6 -2.4820 -0.6250 -2.6006
H7 -3.4942 -0.3228 0.1134
H8 -2.6535 2.4012 -1.3559
H9 -1.4613 4.4071 -1.5377
H10 -0.3947 6.2580 -2.2607
H11 0.9596 8.2737 -1.8957
H12 2.1673 8.5859 0.2495
H13 1.9747 6.8603 2.0116
H14 0.6227 4.8790 1.6659
C17 2.8080 -0.1605 3.0052
C18 3.1539 -1.4783 2.3428
N3 3.2123 -1.3827 0.8864
C19 4.5518 -0.9998 0.4612
C20 4.6041 -0.4562 -0.9539
C21 2.7484 -2.6046 0.2543
C22 1.2500 -2.6081 -0.0924
N4 0.3894 -1.8330 0.8130
C23 -0.1697 -2.4168 1.9377
C24 -1.1599 -1.6887 2.5969
F1 -1.5098 -0.4993 2.0327
C25 -1.7780 -2.1182 3.7476
F2 -2.7154 -1.3381 4.3019
C26 -1.4442 -3.3350 4.3164
C27 -0.4727 -4.0747 3.6772
F3 -0.0982 -5.2604 4.1799
C28 0.1568 -3.6439 2.5176
F4 1.1026 -4.4409 1.9864
H15 2.8386 -0.2381 4.0928
H16 1.8031 0.1382 2.7118
H17 3.4967 0.6323 2.7108
H18 2.4088 -2.2243 2.6147
H19 4.1097 -1.8626 2.7374
H20 5.2566 -1.8426 0.5783
H21 4.8992 -0.2249 1.1483
H22 4.4374 -1.2183 -1.7144
H23 5.5808 -0.0100 -1.1482
H24 3.8438 0.3122 -1.0889
H25 2.9764 -3.4814 0.8786
H26 3.2863 -2.7484 -0.6833
H27 0.8771 -3.6320 -0.1744
H28 1.1354 -2.1924 -1.1073
H29 -1.9197 -3.6884 5.2171
C29 1.7663 1.9587 -3.1965
S1 1.0656 0.4446 -2.6892
O3 1.8329 -0.6272 -3.2457
O4 -0.3672 0.4566 -2.9141
O5 1.2119 0.4820 -1.1466
H30 1.9155 1.8925 -4.2707
H31 2.7187 2.0864 -2.6904
H32 1.0863 2.7662 -2.9380



[5]
C29H32BrF4N4O5STi | ωB97M-V/def2-TZVPD

Its gap between HOMO and LUMO (spin up / spin down) is 7.00 / 6.93 eV. The value obtained for the LUMO energy (spin up / spin down) is -0.72 / -0.84 eV. As for the multiplicity: 2. The highest occupied orbital energy (spin up / spin down) comes out at -0.2836 / -0.2858 Eh. Its expectation value of S² is 0.754.

Geometry (Å):
Ti1 0.1472 -0.1687 -0.2859
O1 -3.8161 1.2151 2.8779
C1 -3.0105 2.3172 2.9197
C2 -3.4053 3.3606 3.7475
C3 -2.6278 4.5031 3.8185
C4 -1.4651 4.6205 3.0671
C5 -1.0722 3.5693 2.2544
C6 -1.8282 2.4075 2.1829
C7 -1.3982 1.2286 1.3526
O2 -0.0949 1.3176 0.8543
N1 -2.3812 1.1105 0.2033
N2 -1.6881 0.7148 -0.9211
C8 -2.1409 0.8480 -2.0998
C9 -1.1897 0.7916 -3.2350
Br1 0.5395 1.4318 -2.7471
C10 -1.5914 0.4941 -4.4708
C11 -0.8837 0.4198 -5.7558
C12 -1.6580 0.5776 -6.9073
C13 -1.0708 0.5510 -8.1617
C14 0.2958 0.3426 -8.2739
C15 1.0659 0.1441 -7.1365
C16 0.4847 0.1790 -5.8786
H1 -3.5563 0.6260 2.1572
H2 -4.3173 3.2578 4.3196
H3 -2.9365 5.3151 4.4646
H4 -0.8663 5.5194 3.1211
H5 -0.1673 3.6269 1.6672
H6 -1.4894 0.3118 1.9485
H7 -2.8199 2.0068 0.0216
H8 -3.1849 1.0830 -2.2997
H9 -2.6563 0.2842 -4.5445
H10 -2.7264 0.7322 -6.8174
H11 -1.6788 0.6860 -9.0461
H12 0.7622 0.3165 -9.2503
H13 2.1259 -0.0537 -7.2241
H14 1.0853 -0.0359 -5.0081
C17 2.3980 2.3120 3.3425
C18 1.5703 1.3487 4.1793
N3 0.9960 0.2366 3.4258
C19 0.3398 -0.7093 4.3175
C20 -0.7882 -0.0763 5.1179
C21 1.9868 -0.3753 2.5552
C22 1.5846 -1.6956 1.9177
N4 0.3073 -1.6475 1.1956
C23 -0.4017 -2.8326 1.1798
C24 -1.7834 -2.7914 0.9256
F1 -2.3633 -1.5948 0.7114
C25 -2.5855 -3.9083 0.9030
F2 -3.8967 -3.7432 0.6661
C26 -2.0835 -5.1756 1.1310
C27 -0.7281 -5.2503 1.3658
F3 -0.1519 -6.4473 1.5570
C28 0.0950 -4.1351 1.3785
F4 1.4194 -4.3816 1.5027
H15 1.8899 2.5442 2.4078
H16 2.5484 3.2441 3.8886
H17 3.3847 1.9166 3.1001
H18 0.7549 1.9047 4.6432
H19 2.1962 0.9607 5.0070
H20 1.0703 -1.1802 5.0038
H21 -0.0837 -1.5100 3.7112
H22 -0.4290 0.5835 5.9074
H23 -1.3955 -0.8477 5.5923
H24 -1.4361 0.5062 4.4587
H25 2.9304 -0.5876 3.0970
H26 2.2566 0.3524 1.7841
H27 1.5253 -2.4413 2.7097
H28 2.4165 -2.0024 1.2720
H29 -2.7124 -6.0517 1.1163
C29 1.6137 -3.6103 -1.5650
S1 1.1941 -1.9820 -2.0849
O3 1.5094 -1.8502 -3.4750
O4 1.9087 -1.0187 -1.1790
O5 -0.2448 -1.7506 -1.7392
H30 2.3719 -3.9900 -2.2438
H31 0.7149 -4.2220 -1.6111
H32 1.9806 -3.5754 -0.5437



[6]
C29H32Co2NO8Si2 | ωB97M-V/def2-TZVPD

Its gap between HOMO and LUMO is 6.43 eV. Its net charge is -1. The value obtained for the LUMO energy is 2.38 eV. As for the multiplicity: 1. The highest occupied orbital energy comes out at -0.1488 Eh.

Geometry (Å):
C1 2.7508 0.7418 2.8874
Si1 1.9132 -0.9252 3.0463
C2 2.0994 -1.9115 1.4698
C3 2.3605 -1.7703 4.6498
O1 0.2126 -0.6239 3.3542
N1 -0.8035 -0.9874 2.4323
O2 -1.7005 0.0337 2.5424
Si2 -1.4220 1.1896 3.7655
C4 -0.1739 2.3917 3.1000
C5 -3.1071 1.9797 3.7997
C6 -1.0915 0.5064 5.4546
C7 -1.4146 -2.1693 2.9253
C8 -0.5980 -3.2481 3.0328
C9 -2.8661 -2.0420 3.1252
C10 -3.4632 -2.6021 4.2779
C11 -4.7575 -2.2166 4.6577
C12 -5.5353 -1.4232 3.8020
C13 -5.0097 -1.0182 2.5717
C14 -3.6742 -1.2639 2.2683
H1 3.5263 0.5361 2.1314
H2 2.1316 1.5631 2.5031
H3 3.2300 1.0699 3.8228
H4 2.8448 -1.4337 0.8085
H5 2.4184 -2.9520 1.6274
H6 1.1475 -1.9263 0.9266
H7 3.2850 -2.3512 4.5240
H8 2.5354 -1.0156 5.4309
H9 1.5673 -2.4452 4.9979
H10 -0.4232 3.4280 3.3671
H11 0.8184 2.1967 3.5116
H12 -0.1117 2.3393 2.0062
H13 -2.9829 2.8414 4.4707
H14 -3.4268 2.3256 2.8105
H15 -3.8897 1.3253 4.1993
H16 -1.3743 1.2997 6.1636
H17 -1.6945 -0.3803 5.6778
H18 -0.0453 0.2504 5.6439
H19 -1.0850 -4.1880 3.2739
H20 0.4849 -3.1859 2.9566
H21 -2.8517 -3.2874 4.8849
H22 -5.1418 -2.5568 5.6258
H23 -6.5503 -1.1593 4.0845
H24 -5.5963 -0.4441 1.8581
H25 -3.2676 -0.9394 1.3149
O3 4.2997 3.2241 -1.2389
C15 3.4245 2.5821 -1.6596
Co1 3.0188 1.2997 -2.9458
C16 3.6869 2.1606 -4.3636
O4 4.1266 2.8091 -5.2164
C17 4.3862 0.3490 -2.2960
O5 5.3997 -0.0850 -1.9346
C18 1.2639 1.3476 -3.2395
C19 1.6938 0.0532 -2.9617
C20 1.3582 -1.2154 -2.6885
C21 2.3424 -2.1702 -3.2147
C22 2.5311 -2.4630 -4.5883
C23 3.5791 -3.3065 -4.9643
C24 4.5167 -3.7622 -4.0238
C25 4.3455 -3.4478 -2.6701
C26 3.2770 -2.6581 -2.2814
Co2 0.9894 2.3645 -1.5189
C27 1.2325 3.5581 -0.2217
O6 1.1765 4.1337 0.7842
C28 0.3429 1.0579 -0.5287
O7 0.0069 0.2391 0.2259
C29 -0.4751 3.0795 -2.1457
O8 -1.4183 3.6659 -2.4723
H26 0.8389 1.7689 -4.1533
H27 0.3695 -1.4787 -2.2613
H28 1.8318 -2.0312 -5.3193
H29 3.6836 -3.5671 -6.0185
H30 5.3654 -4.3812 -4.3264
H31 5.0311 -3.8156 -1.9098
H32 3.1219 -2.3536 -1.2474



Taking the records one at a time from the top gives energy values of -4036.25926, -3780.11478, -5059.74102, -5940.64130, -5940.66926, -5125.40612 Ha.
Taking the records one at a time from the top gives energy above the lowest of the compared OMol25 structures with the same formula, charge and spin values of 4.6, 16.3, 0.0, 135.2, 61.8, 19.9 kJ/mol.